(1)
The following is a DFT calculation (ωB97M-V with the def2-TZVPD basis set) of C36H44CoN5OP2Si as an isolated structure.

Geometry as XYZ:
```
90
Properties=species:S:1:pos:R:3:mulliken_charge:R:1
Co 0.03 0.52 0.20 -0.2978
C 2.36 2.42 2.60 -0.8998
N 2.07 2.42 1.16 0.3213
P 0.43 2.67 0.65 -0.3266
C 0.60 3.82 -0.74 0.9443
C 1.81 4.43 -1.06 -0.2426
C 1.90 5.28 -2.15 -0.6366
C 0.77 5.54 -2.92 -0.5500
C -0.44 4.94 -2.60 -0.7559
C -0.53 4.08 -1.52 -0.7556
C -0.48 3.70 1.83 0.7468
C -1.79 3.32 2.13 -0.3945
C -2.59 4.13 2.91 -0.7151
C -2.09 5.33 3.40 -0.5274
C -0.80 5.72 3.09 -0.8598
C 0.00 4.92 2.29 -0.5170
P 2.26 0.88 0.30 1.1085
C 3.29 -0.19 1.31 0.9600
C 4.57 0.12 1.79 -0.5689
C 5.27 -0.81 2.54 -0.9085
C 4.70 -2.05 2.82 -0.6958
C 3.43 -2.35 2.37 -1.0481
C 2.72 -1.42 1.62 -0.2439
C 3.16 1.36 -1.20 0.3907
C 4.48 1.80 -1.20 -0.7292
C 5.06 2.24 -2.38 -0.8063
C 4.32 2.25 -3.56 -0.7211
C 3.01 1.81 -3.56 -1.1270
C 2.43 1.37 -2.38 0.3842
H 1.94 3.31 3.05 0.3887
H 3.44 2.44 2.75 0.4052
H 1.95 1.55 3.12 0.2507
H 2.69 4.21 -0.46 0.3944
H 2.84 5.75 -2.39 0.4675
H 0.84 6.21 -3.77 0.4310
H -1.32 5.15 -3.19 0.4722
H -1.47 3.62 -1.27 0.5143
H -2.17 2.37 1.75 0.3069
H -3.61 3.83 3.14 0.4487
H -2.72 5.96 4.02 0.4088
H -0.41 6.66 3.47 0.4375
H 1.00 5.25 2.02 0.4714
H 5.02 1.09 1.60 0.3334
H 6.25 -0.56 2.91 0.4498
H 5.26 -2.77 3.41 0.4077
H 2.99 -3.31 2.60 0.5242
H 1.71 -1.63 1.29 0.1599
H 5.06 1.80 -0.29 0.1537
H 6.09 2.59 -2.38 0.4712
H 4.78 2.60 -4.47 0.4283
H 2.44 1.82 -4.48 0.4814
H 1.39 1.04 -2.36 0.3284
C -0.67 0.57 4.09 -1.0576
C -1.13 -0.50 3.15 0.2996
C -1.94 -1.53 3.61 -0.9544
C -2.24 -2.58 2.75 -0.7047
C -1.71 -2.62 1.48 -1.2553
C -0.87 -1.56 1.07 1.3193
N -0.66 -0.50 1.90 1.1119
N -0.22 -1.41 -0.10 0.8321
Si 0.12 -2.64 -1.28 -0.2660
C 1.30 -1.89 -2.53 -0.7361
C 0.91 -4.13 -0.44 -1.0832
C -1.40 -3.26 -2.20 -0.8935
H -1.28 0.60 4.99 0.4977
H -0.67 1.55 3.62 0.0596
H 0.36 0.35 4.39 0.1783
H -2.31 -1.51 4.62 0.4992
H -2.88 -3.38 3.09 0.4634
H -1.91 -3.44 0.81 0.3514
H 2.16 -1.42 -2.06 0.1309
H 0.81 -1.13 -3.15 0.1811
H 1.67 -2.67 -3.20 0.5687
H 1.84 -3.85 0.06 0.2435
H 1.16 -4.90 -1.18 0.4392
H 0.25 -4.57 0.30 0.3437
H -1.93 -2.43 -2.68 0.0640
H -2.10 -3.79 -1.56 0.3183
H -1.09 -3.95 -2.99 0.4268
C -3.88 -0.65 -3.04 -1.2487
N -2.95 -0.15 -2.05 0.0231
C -1.90 0.65 -2.30 -0.2570
N -1.68 1.03 -3.59 -0.3029
O -1.16 1.07 -1.40 -0.0750
H -4.54 -1.36 -2.56 0.3642
H -3.37 -1.16 -3.86 0.4239
H -4.50 0.16 -3.44 0.3242
H -2.99 -0.50 -1.11 0.2556
H -2.35 0.85 -4.31 0.1930
H -1.02 1.78 -3.72 0.2579
```

Its charge is +1. The calculation puts the energy above the lowest of the compared OMol25 structures with the same formula, charge and spin at 0.970 eV. The highest occupied orbital energy (spin up / spin down) comes out at -9.942 / -9.933 eV. Its spin multiplicity is 2. The calculated total energy is -111625.8024 eV. The value obtained for the LUMO energy (spin up / spin down) is -2.226 / -1.983 eV. As for the HOMO-LUMO gap (spin up / spin down): 7.72 / 7.95 eV. The strongest force on any atom comes out at 0.561 eV/Å.


(2)
The following is a DFT calculation (ωB97M-V with the def2-TZVPD basis set) of C36H44F2N7O3STm as an isolated structure.

Geometry as XYZ:
```
94
Properties=species:S:1:pos:R:3:mulliken_charge:R:1
Tm -3.14 -0.93 0.38 -0.3499
N -4.36 -1.79 2.48 -0.4292
N -4.61 -3.19 2.39 -0.3391
C -4.97 -3.70 1.19 0.7443
N -5.05 -5.03 1.11 -0.4276
S -5.38 -2.70 -0.10 -0.3773
H -3.95 -1.63 3.39 0.3194
H -5.28 -1.35 2.48 0.2710
H -4.06 -3.75 3.02 0.2503
H -5.03 -5.61 1.93 0.2154
H -5.40 -5.43 0.25 0.2479
C -2.73 0.22 -2.38 -0.8892
C -2.23 1.67 -2.44 0.1156
C -3.37 2.60 -2.89 -1.4339
C -1.47 2.20 -1.23 1.3139
C -0.32 2.95 -1.51 -1.0057
C 0.44 3.50 -0.50 -1.4047
C 0.10 3.27 0.82 -1.3922
C -1.03 2.52 1.16 1.0778
C -1.30 2.27 2.64 0.2638
C -2.61 2.84 3.17 -1.4823
C -1.13 0.81 3.05 -0.9705
C -1.83 2.02 0.12 -0.8884
N -3.04 1.31 0.42 1.7877
C -4.16 2.13 0.40 -0.1865
C -4.19 3.52 0.27 -0.1015
C -5.40 4.20 0.26 -1.0455
C -6.62 3.54 0.39 -0.6393
C -6.62 2.16 0.54 -1.0421
C -5.41 1.54 0.54 0.5199
F -5.35 0.14 0.69 0.0741
H -2.98 -0.14 -3.38 0.5802
H -3.67 0.15 -1.81 0.0589
H -1.96 -0.45 -1.98 -0.0041
H -1.49 1.68 -3.24 0.7185
H -4.21 2.57 -2.20 0.2104
H -3.73 2.29 -3.87 0.4908
H -3.03 3.63 -2.96 0.3114
H -0.05 3.12 -2.54 0.5005
H 1.31 4.11 -0.74 0.4927
H 0.70 3.68 1.62 0.4138
H -0.50 2.82 3.15 0.6645
H -3.47 2.22 2.88 0.1240
H -2.80 3.85 2.80 0.3277
H -2.58 2.88 4.26 0.5358
H -1.89 0.17 2.57 -0.0847
H -1.26 0.71 4.13 0.6006
H -0.15 0.41 2.77 0.1685
H -3.27 4.07 0.16 0.5264
H -5.39 5.28 0.14 0.4708
H -7.55 4.09 0.37 0.4248
H -7.53 1.59 0.64 0.5094
F 3.61 1.92 0.00 -0.3656
C 3.24 0.64 -0.17 0.3010
C 1.92 0.31 -0.05 0.3568
C 1.55 -1.04 -0.17 0.6035
C 0.16 -1.41 -0.01 0.9058
O -0.74 -0.57 0.21 0.2539
C -0.14 -2.80 -0.13 -0.4720
C 0.83 -3.71 -0.38 -0.4775
N 2.13 -3.35 -0.54 0.3045
C 3.13 -4.38 -0.76 -0.3513
C 3.79 -4.48 -2.10 -0.4535
C 2.81 -5.52 -1.67 -1.0329
C 2.52 -2.03 -0.41 -0.0560
C 3.86 -1.64 -0.55 -0.9777
C 4.23 -0.32 -0.43 -1.0932
N 5.61 0.02 -0.57 0.3374
C 6.45 -0.27 0.58 -0.5088
C 7.89 -0.39 0.14 -0.7342
N 8.30 0.88 -0.56 -0.1581
C 7.38 1.19 -1.72 -0.9849
C 5.96 1.28 -1.19 -0.5316
C -1.62 -2.91 0.05 0.2735
O -2.07 -2.82 1.22 -0.5669
O -2.33 -2.62 -0.95 -0.5240
H 1.17 1.06 0.15 -0.0082
H 0.63 -4.77 -0.46 0.7554
H 3.73 -4.60 0.12 0.4803
H 4.84 -4.73 -2.13 0.3341
H 3.46 -3.78 -2.86 0.2387
H 3.17 -6.50 -1.39 0.2629
H 1.85 -5.53 -2.18 0.3607
H 4.62 -2.37 -0.78 0.7390
H 6.15 -1.21 1.04 0.4760
H 6.36 0.51 1.36 0.2388
H 8.02 -1.19 -0.59 0.3671
H 8.57 -0.54 0.98 0.3998
H 9.27 0.82 -0.87 0.3509
H 8.26 1.66 0.11 0.3995
H 7.50 0.37 -2.43 0.3680
H 7.72 2.12 -2.16 0.4269
H 5.30 1.48 -2.03 0.4874
H 5.88 2.14 -0.51 0.4376
```

Its charge is +2. The highest occupied orbital energy (spin up / spin down) comes out at -11.039 / -11.048 eV. Its spin multiplicity is 3. The calculated total energy is -100410.1467 eV. The value obtained for the LUMO energy (spin up / spin down) is -4.782 / -4.782 eV. As for the HOMO-LUMO gap (spin up / spin down): 6.26 / 6.27 eV. The strongest force on any atom comes out at 0.507 eV/Å.


(3)
The following is a DFT calculation (ωB97M-V with the def2-TZVPD basis set) of one molecule with the formula C36H44FNO5 in a non-equilibrium geometry.

Geometry as XYZ:
```
87
Properties=species:S:1:pos:R:3:mulliken_charge:R:1
C -1.08 -1.84 6.18 -1.3942
C -0.57 -2.72 5.02 1.6602
F 0.00 -3.86 5.63 -0.4322
C -1.72 -3.24 4.14 -1.7192
C -1.67 -2.82 2.66 1.5964
C -1.57 -3.85 1.75 -0.9885
C -1.55 -3.60 0.40 -0.9195
C -1.63 -2.27 0.01 0.8113
C -1.69 -1.23 0.87 0.7128
C -1.72 0.18 0.33 0.9196
O -3.03 0.42 -0.19 -0.5052
C -3.29 1.77 -0.34 0.1567
C -3.43 2.29 -1.60 -0.2059
C -3.66 3.64 -1.75 -0.4908
C -3.74 4.47 -0.66 -0.5244
C -3.62 3.95 0.61 -0.7146
C -3.40 2.60 0.76 -0.0788
C -1.71 -1.49 2.25 1.0062
C -1.81 -0.35 3.25 -1.0369
C -0.50 0.43 3.44 -0.7572
O 0.66 -0.38 3.30 -0.0210
C 1.70 0.13 4.12 -0.8406
C 3.07 -0.31 3.59 -0.7940
O 3.72 0.74 2.87 -0.5663
C 3.18 0.77 1.60 0.1793
C 3.57 -0.11 0.61 -0.9324
C 2.98 -0.07 -0.63 -0.3814
C 1.99 0.84 -0.96 -0.5775
C 1.32 0.81 -2.37 4.2487
C 0.66 2.19 -2.56 -2.0903
C 0.26 -0.34 -2.25 -2.1845
C 2.46 0.47 -3.38 -2.0641
C 2.18 0.76 -4.88 2.2450
C 0.79 0.35 -5.38 -1.8799
C 2.55 2.20 -5.30 -1.7880
C 3.20 -0.14 -5.68 -1.6982
C 1.63 1.73 0.04 0.0596
C 2.22 1.69 1.28 -0.8398
C -1.63 -2.30 -1.51 -0.3132
O -1.75 -1.41 -2.33 -0.5393
N -1.50 -3.65 -1.87 -0.0823
C -1.46 -4.53 -0.79 0.2343
O -1.37 -5.74 -0.84 -0.6107
H -0.55 -0.89 6.23 0.1541
H -1.01 -2.39 7.12 0.4844
H -2.14 -1.59 6.08 0.4104
H 0.24 -2.26 4.44 -0.4903
H -2.71 -2.95 4.51 0.3391
H -1.71 -4.33 4.17 0.5488
H -1.52 -4.88 2.10 0.4759
H -1.00 0.34 -0.48 -1.6596
H -1.44 0.88 1.13 -0.1811
H -3.36 1.67 -2.49 0.5230
H -3.76 4.03 -2.76 0.3843
H -3.89 5.54 -0.84 0.3876
H -3.67 4.57 1.50 0.4133
H -3.30 2.17 1.76 0.3967
H -2.25 -0.71 4.17 0.4860
H -2.53 0.37 2.83 -0.1006
H -0.41 1.28 2.74 0.3941
H -0.51 0.88 4.44 0.7109
H 1.58 -0.11 5.19 0.4102
H 1.69 1.23 4.03 0.6286
H 3.02 -1.24 3.02 0.3118
H 3.70 -0.50 4.47 0.4045
H 4.33 -0.84 0.87 0.4955
H 3.33 -0.81 -1.34 0.3424
H 1.25 3.02 -2.17 0.3166
H -0.27 2.18 -1.99 0.2887
H 0.38 2.41 -3.59 0.4325
H -0.05 -0.51 -1.22 0.2241
H 0.79 -1.26 -2.55 0.5051
H -0.57 -0.23 -2.95 0.6014
H 2.75 -0.57 -3.27 0.3674
H 3.33 1.07 -3.08 0.4613
H 0.60 -0.70 -5.14 0.2983
H 0.77 0.52 -6.47 0.6291
H -0.04 0.94 -4.97 0.2332
H 3.55 2.49 -4.98 0.4011
H 1.78 2.94 -5.04 0.3176
H 2.58 2.19 -6.40 0.4795
H 4.14 0.37 -5.88 0.3625
H 2.72 -0.37 -6.64 0.3975
H 3.34 -1.11 -5.20 0.3863
H 0.86 2.48 -0.11 0.4050
H 1.92 2.38 2.06 0.4660
H -1.00 -3.89 -2.72 0.2977
```

The highest occupied orbital energy comes out at -8.804 eV. The structure (SMILES) is C[C@@H](F)Cc1cc2c(c(COc3ccccc3)c1CCOCCOc1ccc(C(C)(C)CC(C)(C)C)cc1)C(=O)NC2=O. The calculated total energy is -52489.5819 eV. The value obtained for the LUMO energy is -0.316 eV. As for the HOMO-LUMO gap: 8.49 eV. The strongest force on any atom comes out at 2.957 eV/Å.


(4)
The following is a DFT calculation (ωB97M-V with the def2-TZVPD basis set) of C36H44N2SiSn as an isolated structure in a non-equilibrium geometry.

Geometry as XYZ:
```
84
Properties=species:S:1:pos:R:3:mulliken_charge:R:1
C -0.97 1.71 1.50 -0.5920
C -1.73 1.16 0.43 -0.6606
C -2.04 -0.23 0.82 -0.6934
H -2.30 1.74 -0.30 0.6761
C -1.51 -0.43 2.13 -0.9347
C -0.87 0.76 2.53 -0.3694
H -0.43 0.92 3.51 0.5981
H -0.54 2.71 1.53 0.5483
H -2.64 -0.95 0.25 0.9557
H -1.69 -1.31 2.76 0.5049
Sn -0.40 -0.40 -0.93 0.7512
C 1.80 -4.57 -4.33 -0.8135
H 0.72 -4.73 -4.02 0.0617
H 2.25 -5.55 -4.16 0.3403
H 2.17 -3.91 -3.55 0.1695
Si -1.20 -2.36 -2.70 0.5970
C -1.64 -1.89 -4.58 0.4314
C -2.78 -1.12 -4.24 -0.3837
H -2.98 -0.80 -3.19 0.2959
C -3.76 -0.76 -5.18 -0.8320
H -4.68 -0.23 -4.90 0.4003
C -3.55 -1.08 -6.54 -0.3985
H -4.28 -0.80 -7.30 0.3851
C -2.36 -1.73 -6.94 -0.4046
H -2.17 -1.93 -8.01 0.3916
C -1.39 -2.12 -5.97 -0.2838
H -0.47 -2.63 -6.28 0.3844
C -1.96 -4.20 -2.80 0.5524
C -2.83 -4.71 -3.82 -0.2878
H -2.83 -4.27 -4.84 0.3192
C -3.74 -5.77 -3.52 -0.5536
H -4.43 -6.12 -4.29 0.3914
C -3.68 -6.45 -2.30 -0.3660
H -4.37 -7.26 -2.06 0.4116
C -2.69 -6.08 -1.39 -0.5341
H -2.50 -6.67 -0.50 0.3783
C -1.78 -5.05 -1.68 -0.5738
H -0.91 -4.84 -1.04 0.3868
H 0.28 -2.36 -2.05 -0.1783
H 2.04 -4.34 -5.37 0.2720
C 4.09 0.92 4.78 -2.0640
C 3.41 -0.41 4.41 1.8357
C 4.50 -1.49 4.48 -1.5773
C 2.42 -0.70 5.55 -1.5478
C 2.69 -0.45 3.05 0.4244
C 2.01 -1.61 2.68 -0.6750
C 1.34 -1.66 1.47 -0.7811
N 1.26 -0.61 0.62 -0.2860
C 2.00 0.51 0.91 0.1438
C 2.71 0.59 2.13 0.0060
C 1.90 1.66 0.02 -0.2223
C 2.70 2.81 0.22 0.0290
C 2.44 3.99 -0.47 0.2743
C 1.35 3.97 -1.36 -0.8584
C 0.65 2.78 -1.59 -0.7814
N 0.92 1.62 -0.94 -0.0958
C 3.29 5.29 -0.37 1.6981
C 3.93 5.59 -1.73 -1.5612
C 2.43 6.51 0.01 -1.5653
C 4.45 5.25 0.64 -1.9696
H 4.55 0.78 5.77 0.4453
H 3.38 1.75 4.88 0.4404
H 4.89 1.20 4.09 0.4263
H 4.98 -1.46 5.46 0.4613
H 4.09 -2.49 4.33 0.3534
H 5.27 -1.32 3.73 0.3953
H 1.63 0.06 5.59 0.3410
H 1.96 -1.69 5.44 0.3463
H 2.96 -0.67 6.51 0.4579
H 1.93 -2.48 3.33 0.4905
H 0.85 -2.57 1.14 0.4905
H 3.21 1.53 2.37 0.4268
H 3.49 2.79 0.98 0.5956
H 1.03 4.89 -1.86 0.4535
H -0.16 2.77 -2.33 0.4635
H 3.19 5.76 -2.52 0.3663
H 4.56 6.48 -1.66 0.4458
H 4.58 4.75 -2.04 0.3866
H 1.98 6.37 1.01 0.3938
H 3.07 7.41 0.07 0.4449
H 1.63 6.71 -0.72 0.3273
H 4.09 5.14 1.67 0.4283
H 5.17 4.46 0.39 0.4105
H 4.98 6.22 0.58 0.4394
```

Its charge is +2. The highest occupied orbital energy (spin up / spin down) comes out at -13.668 / -13.670 eV. The calculated total energy is -54717.0944 eV. The value obtained for the LUMO energy (spin up / spin down) is -8.120 / -8.117 eV. As for the HOMO-LUMO gap (spin up / spin down): 5.55 / 5.55 eV. The strongest force on any atom comes out at 4.968 eV/Å.


(5)
The following is a DFT calculation (ωB97M-V with the def2-TZVPD basis set) of C36H44N8O5PdSTe as an isolated structure in a non-equilibrium geometry.

Geometry as XYZ:
```
96
Properties=species:S:1:pos:R:3:mulliken_charge:R:1
Pd -1.06 0.11 -0.54 0.5477
C 1.94 6.09 1.36 -1.4486
C 1.61 4.65 1.12 0.0923
C 2.33 3.62 1.75 -0.2942
C 2.04 2.29 1.55 0.7072
C 2.71 1.19 2.33 -0.1193
O 2.03 0.34 2.86 -0.6955
C 4.20 1.19 2.45 0.2863
C 5.02 1.85 1.53 0.0308
C 6.40 1.78 1.66 -1.0487
C 6.96 1.08 2.71 -0.4668
C 6.15 0.42 3.63 -0.7539
C 4.77 0.47 3.49 -0.2232
C 1.01 1.92 0.63 -0.1021
O 0.82 0.69 0.29 -0.1154
C 0.24 2.98 0.03 1.0100
C 0.55 4.30 0.28 -0.6387
C -0.90 2.52 -0.81 0.0575
N -0.71 1.72 -1.84 -0.5990
C 0.63 1.73 -2.46 -0.6026
C 1.05 0.37 -3.01 -0.1900
Te 3.15 0.43 -3.51 0.2076
C 3.81 -0.68 -1.83 -0.4913
C 4.05 -0.03 -0.62 0.6124
C 4.48 -0.77 0.47 0.5548
C 4.68 -2.14 0.35 -0.9244
C 4.45 -2.78 -0.87 -0.5682
C 4.01 -2.04 -1.96 -0.5006
C -2.26 2.96 -0.48 0.8050
C -3.29 2.78 -1.40 -0.5418
C -4.58 3.18 -1.12 -0.8997
C -4.87 3.80 0.09 -0.5112
C -3.85 4.01 1.02 -0.6422
C -2.56 3.59 0.74 -0.5177
H 2.82 6.20 2.00 0.4098
H 1.11 6.61 1.84 0.3219
H 2.13 6.61 0.41 0.3597
H 3.11 3.89 2.46 0.4939
H 4.58 2.39 0.70 0.5275
H 7.03 2.29 0.94 0.4583
H 8.04 1.03 2.82 0.4328
H 6.60 -0.14 4.45 0.4416
H 4.12 -0.05 4.19 0.4509
H -0.02 5.08 -0.21 0.6134
H 1.39 2.10 -1.79 0.2290
H 0.55 2.44 -3.29 0.5061
H 0.50 0.10 -3.91 0.5907
H 0.96 -0.41 -2.26 -0.4480
H 3.92 1.04 -0.53 0.1132
H 4.67 -0.28 1.42 -0.2936
H 5.01 -2.72 1.20 0.4453
H 4.63 -3.84 -0.97 0.4232
H 3.86 -2.53 -2.92 0.4741
H -3.06 2.32 -2.36 0.4825
H -5.37 3.04 -1.85 0.4719
H -5.88 4.13 0.31 0.4443
H -4.06 4.50 1.96 0.4458
H -1.78 3.75 1.48 0.4159
N -3.04 0.34 1.66 -0.3373
N -2.36 -0.13 2.78 -0.4464
C -1.24 -0.88 2.68 0.4903
N -0.75 -1.36 3.81 -0.3370
N -0.77 -1.10 1.44 0.2022
N 0.28 -1.96 1.23 0.8570
O 0.80 -2.61 2.14 -0.7927
O 0.64 -2.07 0.07 -0.5109
H -3.28 1.31 1.79 0.3263
H -3.88 -0.20 1.50 0.2740
H -2.77 -0.01 3.69 0.1610
H -1.09 -1.03 4.70 0.1917
H 0.15 -1.81 3.76 0.2033
C -2.67 -0.61 -3.04 -0.7692
O -2.83 -0.38 -1.65 -0.2736
H -3.55 -1.13 -3.43 0.4160
H -1.78 -1.20 -3.28 0.1847
H -2.58 0.36 -3.54 0.3473
C -0.98 -3.94 -2.32 -0.5751
N -2.41 -4.22 -2.19 0.3199
C -2.89 -5.31 -3.03 -1.1028
C -3.20 -3.57 -1.34 0.1945
S -2.69 -2.12 -0.52 0.1519
N -4.43 -4.06 -1.07 0.0970
C -4.64 -5.47 -0.72 -1.1308
C -5.53 -3.18 -0.66 -0.9234
H -0.39 -4.75 -1.88 0.3531
H -0.70 -3.02 -1.83 -0.0713
H -0.73 -3.87 -3.38 0.3371
H -2.36 -5.27 -3.98 0.3659
H -3.95 -5.21 -3.22 0.3965
H -2.68 -6.29 -2.58 0.3909
H -3.70 -5.99 -0.64 0.3869
H -5.28 -5.98 -1.44 0.3701
H -5.13 -5.51 0.25 0.3738
H -5.36 -2.16 -0.99 0.2985
H -5.67 -3.20 0.42 0.3686
H -6.45 -3.55 -1.13 0.3858
```

Its charge is +2. The highest occupied orbital energy comes out at -11.611 eV. The calculated total energy is -81790.0671 eV. The value obtained for the LUMO energy is -8.644 eV. As for the HOMO-LUMO gap: 2.97 eV. The strongest force on any atom comes out at 4.186 eV/Å.


Q: Among the records above, which one has the lowest strongest force on any atom?
A: C36H44F2N7O3STm


Q: Number 3 is which compound?
A: C36H44FNO5